Density functional theory data (wB97M-V/def2-TZVPD) for C55H34Cl7N7O5S2Sn as an isolated structure.

## Properties
Molar mass: 1303.937 g mol⁻¹
Lowest unoccupied orbital energy (spin up / spin down): -0.101 / -0.100 hartree
Energy above the lowest of the compared OMol25 structures with the same formula, charge and spin: 124.0 kJ/mol
Charge: 0
Gap between HOMO and LUMO (spin up / spin down): 4.0 / 4.0 eV
E_HOMO (spin up / spin down): -6.772 / -6.772 eV

```
111
C55H34Cl7N7O5S2Sn wB97M-V/def2-TZVPD
Sn 0.65351 0.04995 -0.84440
Cl 9.63295 0.29532 2.97210
C 8.11488 0.20956 2.07266
C 8.07768 0.38471 0.69670
C 6.84654 0.27071 0.03222
C 5.63371 0.13414 0.76543
C 5.70700 0.03639 2.18592
C 6.92733 0.09612 2.82276
C 4.34279 -0.06177 0.04137
C 3.42613 -1.12298 0.48988
C 3.81586 -2.06906 1.45956
C 2.72850 -2.90275 1.69534
C 1.63273 -2.37988 0.94124
C 0.35429 -3.05043 0.82137
C -0.05165 -3.95573 1.94006
C 0.52502 -3.81728 3.24902
C 0.49922 -4.92698 4.12930
C -0.30344 -6.04212 3.84384
Cl -0.27073 -7.41853 4.91658
C -1.06787 -6.08668 2.63393
C -1.01423 -4.95191 1.81696
C -0.36268 -2.92236 -0.39953
N -0.49689 -1.76055 -1.19512
C -1.33890 -2.07140 -2.30206
C -1.71298 -1.14667 -3.31885
C -2.86133 -1.45524 -4.26482
C -2.70586 -1.31818 -5.67953
C -3.77896 -1.44151 -6.57396
C -5.02221 -1.86059 -6.07232
Cl -6.30947 -1.93392 -7.19382
C -5.12078 -2.18947 -4.74445
C -4.09764 -1.86032 -3.82015
C -1.12117 0.15704 -3.46554
C -1.64005 1.19927 -4.31977
C -0.74733 2.28722 -4.25564
C 0.34720 1.91943 -3.36883
N 0.07339 0.63848 -2.83585
C 1.46120 2.66235 -3.04853
C 2.54773 2.08080 -2.32885
C 3.86990 2.54398 -2.38183
C 4.67351 1.85955 -1.52837
C 3.89963 0.79142 -0.99094
N 2.53052 0.95388 -1.42619
C 1.64382 4.07106 -3.50566
C 1.20336 4.51422 -4.74092
C 1.38024 5.86971 -5.06441
C 1.77791 6.82252 -4.12517
Cl 1.95268 8.47773 -4.47440
C 2.26437 6.37367 -2.90039
C 2.16037 5.03285 -2.62930
C -1.67203 -3.46550 -2.21822
C -1.08974 -3.98608 -1.09650
N 2.09277 -1.30125 0.12327
H 9.06183 0.41665 0.15672
H 6.75606 0.14911 -1.04042
H 4.76744 -0.06806 2.72063
H 7.01680 0.03980 3.92967
H 4.78901 -2.25261 1.88604
H 2.74121 -3.77769 2.36033
H 0.99878 -2.84585 3.55001
H 1.05750 -4.92498 5.09527
H -1.67635 -6.96695 2.41640
H -1.75745 -4.95229 1.01893
H -1.73446 -1.13005 -6.16435
H -3.61971 -1.14599 -7.60949
H -6.04353 -2.61383 -4.36466
H -4.19801 -1.92762 -2.73969
H -2.46423 1.01893 -5.00480
H -0.81786 3.30264 -4.66040
H 4.15173 3.35440 -3.01832
H 5.67905 2.06830 -1.37597
H 0.99476 3.78883 -5.54267
H 1.31049 6.14104 -6.08668
H 2.68789 7.09688 -2.16434
H 2.59103 4.56455 -1.69240
H -2.30819 -3.92237 -3.01063
H -0.96695 -4.99390 -0.84357
Cl -6.15729 1.34915 1.03309
C -4.68702 1.14406 0.06134
Cl -5.14417 0.85142 -1.62677
Cl -3.74862 2.68895 0.15434
C -3.78118 -0.05866 0.56205
O -4.41962 -0.94752 1.12722
O -2.56943 -0.00281 0.22566
O -1.05356 -0.64998 2.55383
S 0.11255 0.22811 2.42857
O 1.42539 -0.37930 2.85334
N 0.12686 1.01075 0.94598
C -0.15296 2.37911 1.00374
O -0.24470 3.01900 -0.02627
C -0.26302 2.81100 2.34578
C -0.56245 4.10360 2.81606
C -0.57191 4.26759 4.15964
C -0.31024 3.24092 5.06569
C -0.16538 1.90130 4.65461
C -0.19801 1.76499 3.22335
H -0.92480 4.81196 2.10983
H -0.84494 5.22648 4.51177
H -0.05673 3.62911 6.07003
H 0.06730 1.00856 5.26570
C -6.37742 -0.58952 4.33411
N -5.25856 -1.31781 3.88467
C -4.49151 -1.98154 4.74685
N -3.24530 -2.34560 4.34465
S -4.94159 -2.45599 6.32625
H -6.07957 0.35711 4.74747
H -6.99309 -1.15608 5.10896
H -7.06485 -0.44360 3.41834
H -4.88521 -1.16811 2.92516
H -2.86897 -1.90882 3.46080
H -2.69763 -3.03973 4.83336
```

=====

Density functional theory data (wB97M-V/def2-TZVPD) for C55H43N4O2P2SiTi as an isolated structure.

## Properties
Molar mass: 929.876 g mol⁻¹
Lowest unoccupied orbital energy (spin up / spin down): 0.083 / 0.083 hartree
Multiplicity: 3
Energy above the lowest of the compared OMol25 structures with the same formula, charge and spin: 165.6 kJ/mol
<S²>: 2.03
Charge: -1
Gap between HOMO and LUMO (spin up / spin down): 4.8 / 6.6 eV
E_HOMO (spin up / spin down): -2.578 / -4.394 eV

```
108
C55H43N4O2P2SiTi wB97M-V/def2-TZVPD
Ti -0.49186 -0.37068 0.57117
O 3.38320 -0.38847 -0.64686
C 2.18353 -0.25676 -0.44406
N 1.35483 -1.10450 0.22146
C 1.72760 -2.23180 0.94919
C 2.93120 -2.91998 0.83380
C 3.17394 -4.03429 1.63195
C 2.22936 -4.45809 2.55081
C 1.02408 -3.77285 2.69421
C 0.75791 -2.65982 1.90077
N -0.40163 -1.85681 1.94855
C -1.36504 -1.94885 2.90823
O -1.48436 -2.80946 3.78503
C -2.34670 -0.83749 2.78388
C -3.37245 -0.69576 3.70321
C -4.30275 0.31869 3.55878
C -4.17860 1.16098 2.43959
C -3.13131 0.98771 1.57526
N -2.17067 0.03319 1.73418
C 1.39415 1.00545 -0.88277
C 2.18712 1.73605 -1.92430
C 2.25782 1.20756 -3.15259
C 1.52452 -0.01804 -3.43112
C 0.49344 -0.35897 -2.64772
N 0.14199 0.47659 -1.52951
H 3.66455 -2.56303 0.12654
H 4.11373 -4.56547 1.53327
H 2.42620 -5.32194 3.17519
H 0.28917 -4.08252 3.42034
H -3.41224 -1.41398 4.51133
H -5.10936 0.44690 4.26811
H -4.88450 1.96092 2.25524
H -2.99742 1.64877 0.72534
H 2.72834 2.64309 -1.68117
H 2.84201 1.66843 -3.94084
H 1.79007 -0.64292 -4.27376
H -0.12344 -1.22729 -2.84120
C -0.64966 2.53686 -3.62847
Si -1.09348 1.61946 -2.03902
C -2.69131 0.67355 -2.50176
C -3.52869 1.36016 -3.39530
C -4.66071 0.78990 -3.95133
C -4.98594 -0.52499 -3.65490
C -4.19016 -1.22777 -2.77032
C -3.06592 -0.64500 -2.17781
P -2.21301 -1.59849 -0.87505
C -1.53902 -3.07976 -1.71430
C -1.72821 -3.36271 -3.06640
C -1.07702 -4.43641 -3.65684
C -0.22067 -5.23386 -2.91142
C -0.01023 -4.94864 -1.57034
C -0.65848 -3.87585 -0.97892
C -3.61290 -2.21988 0.12679
C -4.72914 -1.40647 0.33108
C -5.72366 -1.78623 1.21712
C -5.61744 -2.97797 1.91923
C -4.50721 -3.78534 1.73287
C -3.50972 -3.40868 0.84563
C -1.12326 3.06096 -0.83559
C -1.97696 4.11112 -1.18975
C -1.80006 5.39833 -0.70784
C -0.70929 5.66473 0.10382
C 0.11985 4.62942 0.50779
C -0.09496 3.31412 0.09648
P 0.70442 1.88465 0.99316
C 0.45564 2.84440 2.70458
C -0.74146 2.78592 3.40891
C -0.92943 3.45133 4.61528
C 0.09136 4.21323 5.15922
C 1.30221 4.28577 4.48482
C 1.47728 3.60412 3.28864
C 2.44747 1.60610 1.53711
C 3.56576 2.25019 1.02438
C 4.83551 1.94612 1.49806
C 4.99878 0.97694 2.47422
C 3.88554 0.32692 2.99229
C 2.61772 0.65642 2.54339
H -1.44480 3.22757 -3.91464
H -0.45619 1.86382 -4.46492
H 0.24218 3.13324 -3.44416
H -3.28669 2.37534 -3.67864
H -5.27963 1.36839 -4.62612
H -5.85712 -0.99318 -4.09555
H -4.45615 -2.24388 -2.50310
H -2.37253 -2.73723 -3.67126
H -1.23081 -4.64038 -4.70946
H 0.29835 -6.06049 -3.37994
H 0.68377 -5.53536 -0.98208
H -0.43683 -3.63298 0.05270
H -4.81836 -0.46504 -0.19478
H -6.57442 -1.13489 1.37463
H -6.38887 -3.26560 2.62250
H -4.39823 -4.70349 2.29535
H -2.64290 -4.04268 0.73462
H -2.79461 3.91997 -1.87945
H -2.48813 6.18708 -0.98631
H -0.51916 6.67177 0.45493
H 0.91870 4.84524 1.20312
H -1.55183 2.20757 3.02210
H -1.87926 3.36011 5.13084
H -0.04681 4.73269 6.10014
H 2.12050 4.86594 4.89713
H 2.44718 3.66029 2.80487
H 3.45659 2.99112 0.24290
H 5.69836 2.45374 1.08396
H 5.99000 0.71972 2.82724
H 4.00304 -0.44557 3.74217
H 1.75050 0.15247 2.95813
```

=====

Density functional theory data (wB97M-V/def2-TZVPD) for C55H44Cl2FGeP3Re as an isolated structure.

## Properties
Molar mass: 1146.600 g mol⁻¹
Lowest unoccupied orbital energy (spin up / spin down): -0.485 / -0.485 hartree
Multiplicity: 2
<S²>: 0.76
Charge: +4
Gap between HOMO and LUMO (spin up / spin down): 5.0 / 4.9 eV
E_HOMO (spin up / spin down): -18.174 / -18.105 eV

```
107
C55H44Cl2FGeP3Re wB97M-V/def2-TZVPD
Re -0.10861 0.31485 -0.21372
F -4.47405 -3.40361 -0.71488
Ge -3.11772 -2.28733 -0.71350
C -3.98454 -0.86339 0.32855
C -5.36418 -0.87099 0.10291
C -6.20364 0.07026 0.69261
C -5.68876 1.04057 1.52977
C -4.32456 1.07329 1.77785
C -3.47847 0.13447 1.18240
P -1.73233 0.29245 1.50855
C -1.48288 1.72994 2.57350
C -1.27119 2.97438 1.97766
C -1.17984 4.11303 2.76530
C -1.29673 4.01442 4.14530
C -1.52878 2.78065 4.74409
C -1.63117 1.64247 3.96098
C -1.21873 -1.08591 2.62939
C 0.25518 -1.05992 3.00006
C 0.32945 -3.01408 4.65428
C -0.71208 -3.78662 4.25081
C -1.86456 -3.28560 3.62175
C -2.12098 -2.03309 3.00470
C -1.79019 -3.52528 0.06852
C -2.32524 -4.81051 0.24346
C -1.60421 -5.84000 0.84092
C -0.31917 -5.61759 1.29977
C 0.24195 -4.36396 1.12186
C -0.47140 -3.32564 0.50833
P 0.55362 -1.86582 0.23754
C 1.91289 -2.43965 -0.79719
C 1.88696 -3.69620 -1.40749
C 2.96381 -4.11633 -2.17628
C 4.07386 -3.29933 -2.32852
C 4.09393 -2.03519 -1.74830
C 3.01161 -1.60005 -1.00447
C 1.20621 -1.63745 1.96034
C 2.55548 -1.79765 2.20811
C 3.28367 -1.41719 3.33525
C 2.88745 -0.87376 4.59111
C 1.64928 -0.95484 5.11519
C 0.43337 -1.53369 4.44531
C -3.02775 -1.85039 -2.59444
C -3.89246 -2.58256 -3.41325
C -4.01868 -2.29233 -4.76574
C -3.29545 -1.25301 -5.33059
C -2.43541 -0.51394 -4.53735
C -2.29273 -0.81484 -3.18052
P -1.14260 0.24903 -2.31588
C -1.68136 1.96552 -2.40623
C -1.20408 2.88220 -3.35080
C -1.73849 4.15760 -3.40278
C -2.74564 4.53426 -2.51908
C -3.23310 3.62921 -1.58557
C -2.70782 2.34801 -1.52904
C 0.46798 0.12882 -3.10235
C 0.83321 -1.02923 -3.80300
C 2.05398 -1.08550 -4.44494
C 2.93293 -0.00563 -4.38234
C 2.59933 1.13130 -3.66437
C 1.36939 1.20449 -3.02018
H -5.80290 -1.62181 -0.53746
H -7.26613 0.03482 0.49108
H -6.33877 1.77280 1.98897
H -3.92926 1.84325 2.42583
H -1.22578 3.07300 0.89760
H -1.03066 5.07916 2.30323
H -1.22827 4.90383 4.75677
H -1.65559 2.71557 5.81593
H -1.87439 0.69700 4.43441
H 0.52882 0.01239 3.02930
H 1.10165 -3.49329 5.24996
H -0.71919 -4.82992 4.53825
H -2.70585 -3.97380 3.59400
H -3.14810 -1.88552 2.68808
H -3.32976 -5.01815 -0.08984
H -2.05577 -6.81934 0.93675
H 0.25012 -6.41422 1.76061
H 1.27260 -4.21311 1.42451
H 1.03510 -4.35270 -1.29578
H 2.93872 -5.09188 -2.64236
H 4.92209 -3.64396 -2.90499
H 4.95447 -1.39269 -1.87900
H 3.03806 -0.61612 -0.55458
H 3.14679 -2.20696 1.39773
H 4.35763 -1.55673 3.23869
H 3.68159 -0.49198 5.22073
H 1.51934 -0.63261 6.14349
H -0.43473 -1.11614 4.98141
H -4.48493 -3.38186 -2.99179
H -4.69417 -2.87430 -5.37844
H -3.40219 -1.01748 -6.38060
H -1.87645 0.30065 -4.98538
H -0.44022 2.60006 -4.06441
H -1.38109 4.85882 -4.14449
H -3.16408 5.53024 -2.57532
H -4.03697 3.91581 -0.92089
H -3.13367 1.63097 -0.83750
H 0.14406 -1.86039 -3.88114
H 2.31566 -1.96074 -5.02394
H 3.87030 -0.04612 -4.92153
H 3.26815 1.98277 -3.66447
H 1.06234 2.13736 -2.56421
Cl 4.22605 1.24004 1.22864
C 3.28946 2.19228 0.13420
Cl 1.44657 1.98053 0.40977
H 3.46064 1.90611 -0.89869
H 3.42008 3.25347 0.32584
```